DFT (ωB97M-V/def2-TZVPD) results for a 7-piece molecular cluster, C5H24N2O6 overall at a distorted geometry.

SMILES string: C=C(N)C[C@@H](C)N.O.O.O.O.O.O
HOMO energy in eV: -8.45
Frontier orbital gap in eV: 8.87
ΔE to the lowest compared entry with this formula, charge and spin in kcal/mol: 36.4

Geometry as ORCA input:
```
! RIJCOSX wB97M-V def2-TZVPD def2/J DEFGRID3
* xyz 0 1
C 3.4342 1.2023 -0.4895
C 2.4312 0.4902 0.0121
N 2.6056 -0.8205 0.4786
C 0.9808 0.8780 -0.1300
C 0.4382 1.7163 1.0148
C 0.9882 3.1588 1.0019
N -1.0465 1.7501 1.0952
H 4.4295 0.7760 -0.5398
H 3.3523 2.1834 -0.9269
H 1.8212 -1.4188 0.2838
H 3.4519 -1.2666 0.1567
H 0.3300 0.0050 -0.1818
H 0.9034 1.4305 -1.0689
H 0.6982 1.3746 2.0110
H 0.6978 3.6691 1.9176
H 2.0793 3.1219 1.0321
H 0.6924 3.6939 0.0980
H -1.3507 2.1171 0.1969
H -1.3114 2.3740 1.8438
O -3.8225 -0.3483 0.2126
H -3.5667 0.3343 0.8496
H -3.3401 -1.0740 0.6399
O 0.9149 -0.5355 -3.9159
H 0.1098 -0.8887 -4.2979
H 1.4853 -1.2475 -3.6340
O -2.6976 -2.6604 0.1473
H -3.4236 -2.4459 -0.4468
H -1.8837 -2.4225 -0.3108
O -1.4485 -1.6802 2.6650
H -1.8200 -2.3649 2.1022
H -1.8688 -0.8606 2.3944
O 0.1839 -2.9744 0.9385
H 0.7241 -2.3792 1.4677
H 0.3285 -3.8632 1.2739
O -1.7816 -0.6878 -2.7742
H -2.3759 -0.0145 -3.1142
H -1.3429 -0.3217 -2.0031
*
```

Results of the natural (NBO) charge analysis, in e, for atoms 1 through 5: -0.51 0.20 -0.82 -0.46 -0.04

DFT (ωB97M-V/def2-TZVPD) results for C30H56ClI3N7O7 as an isolated structure at a distorted geometry.

HOMO energy in eV: -10.73
Frontier orbital gap in eV: 6.11

Geometry as ORCA input:
```
! RIJCOSX wB97M-V def2-TZVPD def2/J DEFGRID3
* xyz 1 1
C 0.0537 -2.7225 2.3369
C 1.2568 -3.0504 1.3061
O 1.7614 -4.1919 1.3188
O 1.6676 -1.9677 0.4926
C 2.4065 -2.4250 -0.6737
C 2.1203 -1.3731 -1.8626
C 0.8156 -1.7992 -2.6834
C -0.5185 -1.0410 -2.2951
C -0.6029 0.2859 -1.4699
N -1.9016 0.8197 -1.2608
C -1.9418 2.0963 -0.4293
I -0.6751 1.9526 1.3744
C -1.7086 3.4258 -1.2944
C -0.3287 3.5101 -2.0987
I -1.6470 5.0917 0.1710
N -3.1015 0.4372 -1.6487
C -3.2118 -0.7453 -2.3902
C -4.6562 -1.2539 -2.8883
C -5.4682 -1.9973 -1.7185
C -4.5647 -2.8902 -0.7420
I -6.4606 -0.4583 -0.5152
C -1.9345 -1.5299 -2.7435
Cl -2.0720 -3.0588 -3.7218
H 0.2467 -1.6386 2.6827
H 0.1011 -3.3916 3.2604
H -0.9720 -2.7742 1.8226
H 2.0969 -3.4499 -1.0605
H 3.5370 -2.4045 -0.4690
H 3.0095 -1.4869 -2.5891
H 2.1474 -0.2911 -1.5121
H 0.6127 -2.9240 -2.5205
H 1.0172 -1.6737 -3.8035
H 0.3827 0.7196 -1.1198
H -3.0008 2.2040 0.0181
H -2.5800 3.7010 -1.9860
H -0.5840 3.3242 -3.2108
H 0.4819 2.7884 -1.7582
H 0.1046 4.5658 -2.0604
H -5.2780 -0.3701 -3.2509
H -4.5609 -1.9588 -3.7969
H -6.3048 -2.6481 -2.1586
H -3.7191 -2.3075 -0.2281
H -5.2602 -3.2295 0.1141
H -4.1643 -3.8336 -1.2707
C -7.9700 3.2223 3.6726
C -7.0701 2.4238 2.7668
O -7.2805 2.3160 1.5648
N -5.9920 1.8102 3.3295
C -5.5823 1.8220 4.7187
H -8.7836 3.6522 3.0894
H -8.3974 2.5735 4.4396
H -7.4068 4.0353 4.1353
H -5.4316 1.2922 2.6670
H -4.5764 2.2433 4.7769
H -5.5607 0.7916 5.0793
H -6.2542 2.4074 5.3416
C 4.4186 1.9798 -4.2726
C 4.4027 0.4752 -4.3310
O 3.3565 -0.1700 -4.3624
N 5.5993 -0.1659 -4.3480
C 6.9258 0.4178 -4.3163
H 3.3951 2.3542 -4.2648
H 4.9175 2.3119 -3.3599
H 4.9286 2.3814 -5.1502
H 5.5174 -1.1723 -4.3878
H 7.4592 0.1039 -5.2160
H 7.4458 0.0340 -3.4369
H 6.8980 1.5037 -4.2737
C 6.9180 -0.8082 0.9817
C 7.6214 -0.9233 -0.3455
O 7.8244 0.0477 -1.0649
N 8.0355 -2.1608 -0.7346
C 7.8874 -3.4157 -0.0259
H 6.6467 0.2318 1.1601
H 6.0061 -1.4091 0.9738
H 7.5808 -1.1369 1.7846
H 8.4995 -2.1672 -1.6323
H 8.8818 -3.8311 0.1486
H 7.3184 -4.1016 -0.6570
H 7.3759 -3.2938 0.9258
C -1.2981 8.9700 4.5263
C -0.9097 8.1125 3.3506
O -0.1251 7.1781 3.4520
N -1.4655 8.4078 2.1422
C -2.4055 9.4631 1.8244
H -0.7802 8.6193 5.4184
H -1.0104 10.0071 4.3426
H -2.3740 8.9006 4.6992
H -1.1613 7.7940 1.3990
H -3.3105 9.0064 1.4182
H -1.9566 10.1055 1.0641
H -2.6634 10.0613 2.6949
C -1.5551 -7.8165 2.1670
C -0.5792 -8.7352 1.4782
O -0.7363 -9.9473 1.4437
N 0.5068 -8.1687 0.8814
C 0.8597 -6.7651 0.8176
H -2.3665 -8.4039 2.5954
H -1.0536 -7.2767 2.9730
H -1.9779 -7.1134 1.4461
H 1.1193 -8.8398 0.4391
H 0.9212 -6.4749 -0.2339
H 1.8377 -6.6364 1.2826
H 0.1346 -6.1340 1.3240
*
```

Results of the Löwdin charge analysis, in e, for atoms 1 through 5: 0.01 -0.39 0.04 -0.06 -0.16

DFT (ωB97M-V/def2-TZVPD) results for C40H43BN10O5PtS as an isolated structure at a distorted geometry.

HOMO energy (spin up / spin down) in eV: -15.81 / -15.81
Frontier orbital gap (spin up / spin down) in eV: 5.00 / 4.36
ΔE to the lowest compared entry with this formula, charge and spin in kcal/mol: 40.7

Geometry as ORCA input:
```
! RIJCOSX wB97M-V def2-TZVPD def2/J DEFGRID3
* xyz 3 2
Pt -0.9186 -0.1266 0.0877
C -0.0174 -2.4765 2.4872
C -0.2772 -1.0598 2.8512
C -0.3551 -0.5024 4.1170
C -0.6379 0.8444 3.9437
N -0.7075 1.1064 2.6409
N -0.4880 -0.0409 1.9815
B -0.9909 2.4424 1.8701
N -2.3405 2.1991 1.1573
C -3.5142 2.8429 1.0590
C -4.2538 2.2695 0.0409
C -3.4799 1.2450 -0.4850
C -3.7465 0.3587 -1.6531
N -2.3292 1.2266 0.2224
N 0.1484 2.4651 0.7570
C 0.8972 3.5073 0.3695
C 1.5224 3.1958 -0.8237
C 1.0892 1.9123 -1.1549
C 1.3417 1.1064 -2.3827
N 0.2583 1.4978 -0.1894
N -0.9132 3.6153 2.7473
C 0.1366 4.0152 3.5298
C -0.2245 5.1709 4.1510
C -1.5457 5.4358 3.6958
C -2.4194 6.5867 4.0693
N -1.9470 4.5035 2.8588
H 0.2741 -3.0150 3.3858
H 0.7950 -2.5453 1.7652
H -0.9038 -2.9547 2.0702
H -0.2154 -1.0250 5.0478
H -0.7661 1.6414 4.6588
H -3.7036 3.6828 1.7052
H -5.2305 2.5712 -0.2969
H -4.7300 -0.1016 -1.5637
H -3.0185 -0.4466 -1.7579
H -3.7382 0.9500 -2.5693
H 0.9277 4.4059 0.9648
H 2.1844 3.8256 -1.3933
H 0.8917 1.5925 -3.2489
H 0.9293 0.1013 -2.3008
H 2.4096 1.0230 -2.5878
H 1.0521 3.4450 3.5835
H 0.3590 5.7567 4.8403
H -1.9153 7.2321 4.7849
H -3.3474 6.2376 4.5203
H -2.6722 7.1818 3.1925
O 2.5754 -0.2827 0.7445
S 3.7940 0.2820 0.1504
C 4.5980 1.3881 1.2176
C 4.2697 1.3979 2.5766
C 4.9715 2.2574 3.3981
C 5.9392 3.1068 2.8610
C 6.2261 3.1052 1.4978
C 5.5494 2.2461 0.6555
C 4.9450 -0.9146 -0.4276
C 5.4433 -1.8458 0.4833
C 6.3728 -2.7582 0.0201
C 6.7828 -2.7277 -1.3117
C 6.2723 -1.7884 -2.1978
C 5.3364 -0.8625 -1.7600
H 3.5117 0.7321 2.9673
H 4.7779 2.2637 4.4620
H 6.4774 3.7792 3.5160
H 6.9767 3.7730 1.0987
H 5.7641 2.2272 -0.4060
H 5.1270 -1.8477 1.5189
H 6.7914 -3.4873 0.7008
H 7.5156 -3.4443 -1.6583
H 6.6050 -1.7710 -3.2265
H 4.9315 -0.1226 -2.4390
C 2.7985 -4.0262 -0.8060
C 1.2945 -4.0492 -1.0936
C 1.0088 -4.3552 -2.5767
C 0.5662 -5.0509 -0.1790
C 0.7396 -2.7211 -0.8077
N 0.2004 -1.7353 -0.5812
H 3.1863 -5.0335 -0.9560
H 2.9998 -3.7351 0.2247
H 3.3254 -3.3513 -1.4816
H 1.3774 -5.3584 -2.7879
H 1.5217 -3.6548 -3.2357
H -0.0592 -4.3335 -2.7911
H 0.8874 -6.0538 -0.4585
H -0.5145 -4.9933 -0.3032
H 0.8185 -4.8928 0.8700
O -3.2044 -0.7160 2.0998
C -3.1596 -1.5665 1.2472
O -2.1947 -1.6064 0.2915
C -4.1093 -2.6986 1.1130
C -4.8729 -3.0781 2.2160
C -5.7697 -4.1285 2.1054
C -5.9215 -4.7958 0.8964
C -5.1555 -4.3935 -0.1819
C -4.2471 -3.3604 -0.1007
N -5.2909 -5.0939 -1.4796
O -4.6233 -4.6693 -2.4050
O -6.0453 -6.0326 -1.5268
H -4.7661 -2.5393 3.1479
H -6.3588 -4.4294 2.9602
H -6.6181 -5.6145 0.7826
H -3.6661 -3.0988 -0.9708
*
```

Results of the Löwdin charge analysis, in e, for atoms 1 through 5: 1.64 0.01 -0.27 0.05 0.03

DFT (ωB97M-V/def2-TZVPD) results for a 2-piece molecular cluster, C16H37BrN3OP overall.

HOMO energy (spin up / spin down) in eV: -9.41 / -10.72
Frontier orbital gap (spin up / spin down) in eV: 6.72 / 8.03

Geometry as ORCA input:
```
! RIJCOSX wB97M-V def2-TZVPD def2/J DEFGRID3
* xyz 1 2
C 4.2034 5.0633 3.4045
C 3.4168 4.6545 2.1575
N 3.9740 3.4082 1.5401
P 3.4013 1.9702 2.1214
C 4.4542 0.5961 1.5812
N 5.2273 0.0910 2.7013
C 6.3375 0.9751 3.0719
C 1.6953 1.6156 1.6612
C 1.0451 0.4684 2.4405
C 0.8429 0.7696 3.9125
Br -0.6651 0.0986 1.5896
H 4.7845 5.9666 3.2300
H 4.9109 4.2833 3.6865
H 3.5500 5.2503 4.2549
H 2.3562 4.5285 2.3935
H 3.4742 5.4161 1.3858
H 3.9024 3.4388 0.5259
H 3.4982 2.0713 3.5070
H 5.0354 0.9632 0.7186
H 3.7815 -0.1877 1.2269
H 5.6086 -0.8115 2.4370
H 7.1065 1.0489 2.2958
H 6.7903 0.6160 3.9922
H 5.9654 1.9850 3.2599
H 1.7349 1.3828 0.5924
H 1.1128 2.5330 1.7799
H 1.6161 -0.4501 2.3099
H 0.2752 -0.0262 4.3870
H 1.8019 0.8393 4.4326
H 0.2924 1.7015 4.0457
C -4.1160 -1.9207 -4.6776
C -4.5220 -2.5594 -3.3476
C -5.2312 -1.5537 -2.4313
C -4.2965 -0.4797 -1.8802
C -3.0985 -1.1004 -1.1656
C -2.3327 -2.1219 -2.0183
N -3.3339 -3.0869 -2.5857
O -3.5806 -4.0988 -1.8339
C -1.5161 -1.4291 -3.1109
C -1.3652 -2.9177 -1.1468
C -5.4391 -3.7377 -3.6546
H -5.0007 -1.8654 -5.3121
H -3.7302 -0.9098 -4.5812
H -3.3724 -2.5315 -5.1901
H -5.6712 -2.1080 -1.5970
H -6.0551 -1.0999 -2.9881
H -3.9620 0.1882 -2.6787
H -4.8478 0.1448 -1.1747
H -2.3922 -0.3194 -0.8644
H -3.4407 -1.5989 -0.2534
H -1.1264 -2.1602 -3.8200
H -0.6697 -0.9274 -2.6384
H -2.0709 -0.6767 -3.6622
H -1.8663 -3.3668 -0.2946
H -0.5885 -2.2380 -0.7875
H -0.8950 -3.7157 -1.7216
H -4.9273 -4.4726 -4.2768
H -6.3067 -3.3643 -4.2010
H -5.7756 -4.2322 -2.7491
*
```

Results of the natural (NBO) charge analysis, in e, for atoms 1 through 5: -0.63 -0.23 -0.93 1.53 -0.54

DFT (ωB97M-V/def2-TZVPD) results for C6H10O as an isolated structure.

HOMO energy in eV: -8.35
Frontier orbital gap in eV: 9.14
ΔE to the lowest compared entry with this formula, charge and spin in kcal/mol: 118.3

Geometry as ORCA input:
```
! RIJCOSX wB97M-V def2-TZVPD def2/J DEFGRID3
* xyz 0 1
C 0.0548 1.5417 1.2381
C 0.2648 1.1378 -0.2026
O 1.6238 0.7604 -0.4375
C 1.2952 -0.5589 -0.8550
C -0.2648 -2.0908 0.0718
C -1.2027 -1.0035 0.3354
C -0.3017 -0.2158 -0.6590
H 0.7130 2.3852 1.4608
H 0.3102 0.7195 1.9142
H -0.9823 1.8464 1.4190
H -0.0389 1.9523 -0.8751
H 1.4555 -0.7273 -1.9259
H 1.8993 -1.2928 -0.3032
H -0.6503 -2.4890 -0.8860
H -1.1723 -0.6588 1.3633
H -2.2340 -1.1125 -0.0093
H -0.7695 -0.1941 -1.6490
*
```

Results of the natural (NBO) charge analysis, in e, for atoms 1 through 5: -0.64 0.12 -0.53 -0.04 -0.12

DFT (ωB97M-V/def2-TZVPD) results for a 10-piece molecular cluster, C26H75N3O17 overall at a distorted geometry.

SMILES string: COC[C@H](C)N.COC[C@H](C)N.COC[C@H](C)N.OCCO.OCCO.OCCO.OCCO.OCCO.OCCO.OCCO
HOMO energy in eV: -9.08
Frontier orbital gap in eV: 9.34
ΔE to the lowest compared entry with this formula, charge and spin in kcal/mol: 30.0

Geometry as ORCA input:
```
! RIJCOSX wB97M-V def2-TZVPD def2/J DEFGRID3
* xyz 0 1
C -1.0351 2.8884 4.0596
O -1.6763 3.2769 5.2809
C -1.2711 2.5850 6.4230
C -2.0299 3.2039 7.6500
C -1.7981 4.7488 7.8350
N -1.6587 2.5083 8.8771
H 0.0239 3.1436 4.0223
H -1.4679 3.2844 3.1409
H -1.0515 1.8264 3.8149
H -1.6379 1.5589 6.4492
H -0.1967 2.5377 6.6001
H -3.0929 3.1619 7.4124
H -0.7673 4.9792 8.1041
H -2.5273 5.2964 8.4321
H -1.8317 5.1891 6.8385
H -2.0485 3.0595 9.6283
H -0.6666 2.6768 8.9635
C -0.3771 -0.8147 -1.9156
O -0.8681 -0.0490 -0.7767
C -0.1208 1.0698 -0.4400
C -1.0729 2.0700 0.3139
C -2.3586 2.4579 -0.4416
N -0.3225 3.2791 0.5359
H -0.1183 -0.2553 -2.8146
H -1.0554 -1.5713 -2.3102
H 0.4806 -1.4336 -1.6520
H 0.6358 0.6497 0.2227
H 0.2951 1.6078 -1.2918
H -1.4090 1.6284 1.2520
H -2.8269 1.5149 -0.7236
H -2.1590 3.0167 -1.3560
H -3.0494 3.0815 0.1259
H -0.4702 3.8195 -0.3046
H -0.8990 3.8877 1.0992
C 5.9532 -3.9281 -3.4752
O 4.7808 -3.1899 -3.5107
C 4.9010 -1.8568 -3.0921
C 3.5170 -1.2119 -3.2172
C 3.0372 -1.0679 -4.6543
N 3.4183 0.1486 -2.6898
H 6.7752 -3.4647 -4.0210
H 5.7395 -4.9468 -3.7987
H 6.1884 -4.0337 -2.4161
H 5.3073 -1.7588 -2.0854
H 5.5561 -1.3555 -3.8045
H 2.8406 -1.7923 -2.5896
H 3.2272 -1.9736 -5.2304
H 3.5686 -0.2246 -5.0953
H 1.9796 -0.8140 -4.7255
H 3.7835 0.2104 -1.7502
H 4.0616 0.8047 -3.1091
O -1.3405 5.6519 -1.3503
C -2.4011 6.1471 -0.5332
C -1.9430 6.8030 0.7986
O -1.6694 5.7251 1.6356
H -0.8189 6.4236 -1.5828
H -3.0614 6.7825 -1.1235
H -3.0120 5.2697 -0.3213
H -2.7639 7.4001 1.1958
H -1.0665 7.4325 0.6450
H -1.2853 6.0368 2.4583
O 1.8750 2.6046 2.1188
C 3.0571 2.7362 1.3918
C 3.3819 4.2518 1.1665
O 3.9183 4.9727 2.2358
H 1.1828 3.0420 1.6176
H 3.8456 2.3068 2.0099
H 3.0723 2.1488 0.4737
H 2.4918 4.7642 0.8014
H 4.1025 4.3151 0.3511
H 3.2590 4.8900 2.9286
O 0.6506 -3.8639 0.1961
C 1.3361 -2.7493 0.7504
C 1.9272 -3.1043 2.1384
O 2.9842 -3.9668 2.0107
H 0.5194 -3.7144 -0.7431
H 2.0661 -2.3656 0.0377
H 0.5813 -1.9670 0.8298
H 1.1570 -3.4809 2.8115
H 2.2653 -2.2329 2.6992
H 2.6764 -4.7988 1.6438
O -4.0235 1.3975 -4.6176
C -2.6567 1.0548 -4.4971
C -2.2591 0.0665 -5.6383
O -0.8982 -0.2433 -5.7256
H -4.4293 0.6811 -4.1239
H -1.9843 1.9048 -4.6134
H -2.5737 0.6302 -3.4966
H -2.5870 0.4065 -6.6206
H -2.8352 -0.8079 -5.3355
H -0.3676 0.4032 -6.1969
O -2.5724 -2.0286 0.1652
C -2.9359 -1.4719 1.4443
C -3.6086 -2.4305 2.3838
O -2.7124 -3.4771 2.6995
H -1.9722 -1.4722 -0.3367
H -2.0640 -1.0572 1.9504
H -3.6228 -0.6523 1.2337
H -4.4800 -2.9009 1.9284
H -3.9731 -1.8998 3.2634
H -2.4281 -3.8686 1.8704
O -1.5621 -5.3600 0.8563
C -1.9806 -6.0665 -0.3097
C -2.5564 -5.0409 -1.3306
O -3.8026 -4.5126 -0.8362
H -0.6099 -5.2589 0.7880
H -1.1917 -6.5584 -0.8787
H -2.8094 -6.7359 -0.0789
H -2.5504 -5.4326 -2.3478
H -1.8341 -4.2254 -1.3671
H -3.5260 -3.8308 -0.2195
O 2.6212 -4.3152 -4.3263
C 2.3466 -5.1801 -3.2610
C 0.8601 -5.1677 -3.0595
O 0.2965 -3.8803 -2.6994
H 3.3554 -3.7197 -4.1591
H 2.7487 -6.1736 -3.4598
H 2.7696 -4.7897 -2.3354
H 0.6303 -5.8777 -2.2650
H 0.4023 -5.5413 -3.9754
H 0.1829 -3.4566 -3.5534
*
```

Results of the Löwdin charge analysis, in e, for atoms 1 through 5: -0.09 -0.17 -0.21 -0.41 -0.07